1.
A structure of composition C35H36NNiOPSi. Source: the OMol25 dataset; level of theory: ωB97M-V with the def2-TZVPD basis set.

XYZ file:
```
76
C35H36NNiOPSi | the OMol25 dataset | ωB97M-V with the def2-TZVPD basis set
Ni -0.25685 -0.55732 0.75493
C -0.60739 -4.70799 -1.82672
Si -1.03894 -3.58450 -0.35014
C -2.56504 -4.36605 0.42894
C 0.38514 -3.82253 0.84244
N -1.23914 -1.93780 -0.68105
C -2.08374 -1.40156 -1.58311
C -2.86426 -2.11102 -2.53707
C -3.70800 -1.48910 -3.44981
C -3.84626 -0.11069 -3.46745
C -3.12789 0.63589 -2.52549
C -2.28771 0.01324 -1.63375
O -1.61533 0.69006 -0.62894
C -1.54769 2.05044 -0.58727
C -1.98631 2.67180 0.57262
C -1.87649 4.05078 0.68429
C -1.32691 4.80135 -0.34828
C -0.86188 4.15847 -1.49047
C -0.96813 2.78084 -1.61471
H -0.58417 -5.74780 -1.48095
H 0.38430 -4.46655 -2.22611
H -1.31605 -4.64647 -2.65613
H -2.38138 -5.41176 0.69753
H -3.42691 -4.32861 -0.24576
H -2.82603 -3.81314 1.33585
H 0.21931 -4.68617 1.49517
H 0.47316 -2.92819 1.46993
H 1.33237 -3.97793 0.31380
H -2.79712 -3.19137 -2.53793
H -4.27588 -2.09907 -4.14567
H -4.50413 0.38527 -4.16999
H -3.24257 1.71221 -2.49073
H -2.36346 2.04955 1.37494
H -2.22312 4.53959 1.58700
H -1.25619 5.87919 -0.26390
H -0.39679 4.73112 -2.28495
H -0.60788 2.26230 -2.49355
C -0.37918 -0.42584 2.51852
C -0.16651 -0.31341 3.84764
C 1.17172 -0.30978 4.45653
C 1.35512 -0.21789 5.81311
C 0.28916 -0.12410 6.73140
C -1.01106 -0.11083 6.17846
C -1.25293 -0.18809 4.83191
H 2.02899 -0.39005 3.79458
H 2.37559 -0.23206 6.19530
H 0.45859 -0.05086 7.79902
H -1.86521 -0.02645 6.84994
H -2.27211 -0.15867 4.46046
C 3.06830 -1.13768 0.19817
P 1.62136 -0.04204 -0.12198
C 2.34507 1.56396 0.43025
C 3.55004 2.08984 -0.03149
C 4.03191 3.29731 0.45602
C 3.31448 3.98222 1.43183
C 2.12401 3.46057 1.90833
C 1.63563 2.25548 1.40813
C 1.71881 0.06951 -1.96840
C 1.92734 1.23186 -2.70831
C 1.70446 1.26030 -4.08406
C 1.24614 0.13076 -4.74137
C 1.02659 -1.03576 -4.01774
C 1.26205 -1.06239 -2.65221
H 3.96088 -0.84518 -0.36095
H 2.78871 -2.15860 -0.06401
H 3.27054 -1.10517 1.26952
H 4.11818 1.55254 -0.78488
H 4.96193 3.70444 0.07527
H 3.69392 4.91880 1.82473
H 1.57047 3.97976 2.68140
H 0.71363 1.80998 1.78260
H 2.25002 2.13685 -2.20833
H 1.87271 2.17922 -4.63546
H 1.03886 0.16191 -5.80457
H 0.63199 -1.91708 -4.50900
H 1.03513 -1.95983 -2.08782
```

Computed properties:
* DFT total energy: -3624.38321 Ha
* HOMO level (spin up / spin down): 1.304 / 1.306 eV
* total charge: -2

2.
A structure of composition C35H37BiN10Se. Source: the OMol25 dataset; level of theory: ωB97M-V with the def2-TZVPD basis set.

XYZ file:
```
84
C35H37BiN10Se | the OMol25 dataset | ωB97M-V with the def2-TZVPD basis set
Bi -0.06730 -0.30644 0.24500
C 1.84569 -1.20762 2.72021
N 0.40474 -1.39702 2.50267
C -0.40649 -0.69527 3.49903
C -0.45301 0.79272 3.27008
C -0.57828 1.68122 4.32621
C -0.60557 3.04442 4.07398
C -0.53854 3.48412 2.76161
C -0.44478 2.54429 1.75492
N -0.38700 1.23234 2.00934
C 0.11443 -2.86232 2.54168
C -1.17155 -3.38530 1.95602
C -2.03168 -4.16678 2.71159
C -3.08264 -4.81185 2.07568
C -3.23987 -4.64631 0.71128
C -2.36306 -3.80364 0.04568
N -1.35508 -3.18270 0.65154
C 2.62795 -1.79527 1.57177
C 3.91630 -2.27207 1.73558
C 4.58413 -2.79295 0.63585
C 3.93946 -2.82390 -0.59063
C 2.65262 -2.32469 -0.66911
N 2.01337 -1.81927 0.38512
H 2.16269 -1.67012 3.66226
H 2.05443 -0.13484 2.79224
H -0.03297 -0.89501 4.50965
H -1.42136 -1.09505 3.42911
H -0.63110 1.30623 5.33952
H -0.65150 3.75138 4.89105
H -0.54653 4.53359 2.50684
H -0.39805 2.83736 0.72011
H 0.18183 -3.19200 3.58441
H 0.90641 -3.36064 1.98499
H -1.86077 -4.30347 3.77120
H -3.74913 -5.45058 2.63893
H -4.01982 -5.16025 0.16965
H -2.45542 -3.63118 -1.02147
H 4.39390 -2.23625 2.70545
H 5.59027 -3.17407 0.74305
H 4.41946 -3.22293 -1.47207
H 2.10794 -2.32608 -1.60587
N -4.37186 0.06075 2.85258
C -4.40923 -0.01818 1.49292
N -5.47601 -0.59096 0.96189
C -5.50306 -0.63463 -0.37130
N -6.51329 -1.26916 -0.96800
N -4.57547 -0.05233 -1.15569
C -3.55706 0.48533 -0.51808
N -3.36020 0.47285 0.80046
C -2.68189 1.35907 -1.34799
C -3.36677 2.13723 -2.27957
C -2.69524 3.11935 -2.98178
C -1.33903 3.27525 -2.76415
C -0.71455 2.43288 -1.86593
N -1.35394 1.49562 -1.15555
H -5.26513 -0.13019 3.28310
H -3.87184 0.84758 3.23709
H -7.29968 -1.56403 -0.41413
H -6.60446 -1.21623 -1.96818
H -4.42215 1.96112 -2.41941
H -3.22737 3.74917 -3.68150
H -0.76828 4.03140 -3.28368
H 0.35575 2.50506 -1.70437
C 4.28571 2.72757 -5.60173
C 3.82051 2.18239 -4.28388
C 4.44913 2.52143 -3.09175
C 3.95726 2.12397 -1.85821
C 4.68543 2.52110 -0.60429
C 2.77769 1.36515 -1.81988
Se 2.00982 1.23161 -0.00093
C 2.19257 0.90282 -2.99892
C 1.04716 -0.06695 -3.12093
C 2.72923 1.33320 -4.21359
H 5.33885 3.00026 -5.57623
H 3.71642 3.62775 -5.84310
H 4.12344 2.01228 -6.40639
H 5.34595 3.12862 -3.12280
H 5.66923 2.91797 -0.84132
H 4.80057 1.66106 0.05753
H 4.12370 3.27955 -0.05376
H 0.68521 -0.41931 -2.15975
H 1.37039 -0.93694 -3.69427
H 0.20965 0.37731 -3.65976
H 2.25872 0.99040 -5.12886
```

Computed properties:
* DFT total energy: -4519.17743 Ha
* HOMO level: -12.601 eV
* energy relative to the best compared isomer or geometry (same formula, charge and spin): 4.3 kcal per mole
* total charge: +2

3.
A structure of composition C35H37CdIP2. Source: the OMol25 dataset; level of theory: ωB97M-V with the def2-TZVPD basis set.

XYZ file:
```
76
C35H37CdIP2 | the OMol25 dataset | ωB97M-V with the def2-TZVPD basis set
Cd -0.15503 1.50961 0.36182
C -2.01981 1.07199 -2.77243
C -1.98469 -0.23220 -2.50191
C -1.21231 -1.26993 -3.31636
C 0.16868 -0.72624 -3.76867
C 0.86505 0.12694 -2.74903
C 0.70767 1.44721 -2.59469
C 0.00380 2.27727 -3.60327
C -1.41561 1.77490 -3.96422
C 0.64119 0.07144 2.74091
H -2.62261 1.74619 -2.14341
H -2.71101 -0.73064 -1.80130
H -1.83178 -1.59162 -4.17224
H -1.05745 -2.16605 -2.69601
H 0.76975 -1.63951 -3.90898
H 0.08193 -0.23391 -4.75642
H 1.65471 -0.39441 -2.23120
H 1.24539 1.98385 -1.82249
H 0.56236 2.48808 -4.52161
H -0.17799 3.26437 -3.13970
H -1.98099 2.70638 -4.05873
H -1.55165 1.19935 -4.89086
H 0.12279 0.85823 3.42559
H 1.67172 0.12667 3.18481
H 0.27070 -0.93654 3.07926
P -1.58616 -0.86513 0.86306
P 2.01018 -0.07631 1.42668
C -0.15515 -1.31484 -0.18771
C 1.16710 -0.88278 0.03391
C -2.42003 -2.29306 1.46504
C -2.76777 -3.24942 0.48818
C -3.53449 -4.33757 0.91234
C -3.94691 -4.44900 2.25016
C -3.56739 -3.47647 3.19412
C -2.80563 -2.36566 2.83065
C -2.85705 0.47915 0.41919
C -2.43839 1.81314 0.07422
C -3.37767 2.87801 0.03131
C -4.74418 2.56129 0.09633
C -5.18996 1.23047 0.26024
C -4.24437 0.21810 0.44918
C 3.53220 -1.12327 1.72308
C 3.32878 -2.46730 2.09334
C 4.42480 -3.28576 2.39948
C 5.73506 -2.79378 2.27772
C 5.94707 -1.46479 1.87822
C 4.85269 -0.63887 1.57660
C 2.87988 1.50520 0.90260
C 2.77638 2.57391 1.82881
C 3.00556 3.90219 1.41698
C 3.42191 4.17026 0.10454
C 3.55473 3.12619 -0.82361
C 3.31837 1.79767 -0.42194
H -0.31709 -2.13137 -0.93197
H 1.84371 -1.36964 -0.69896
H -2.49879 -3.08538 -0.56847
H -3.84338 -5.07732 0.17731
H -4.56705 -5.29541 2.56145
H -3.90043 -3.57518 4.22446
H -2.56018 -1.53006 3.50533
H -1.46233 2.12715 -0.47523
H -3.01973 3.91320 -0.15696
H -5.47875 3.34989 -0.14919
H -6.26625 1.00327 0.18716
H -4.56738 -0.81052 0.57827
H 2.31475 -2.87296 2.14043
H 4.25733 -4.31906 2.70724
H 6.59034 -3.45226 2.45477
H 6.97323 -1.09348 1.76683
H 5.05348 0.37969 1.22438
H 2.28462 2.38457 2.79902
H 2.75039 4.71378 2.11788
H 3.58264 5.21196 -0.18911
H 3.76521 3.38375 -1.87663
H 3.30217 1.02385 -1.20555
I -0.60092 3.21852 2.86594
```

Computed properties:
* DFT total energy: -2503.63890 Ha
* HOMO level (spin up / spin down): -5.516 / -5.316 eV
* total charge: 0

4.
A cluster of 5 separate species, C35H37F37N3O5 in total. Source: the OMol25 dataset; level of theory: ωB97M-V with the def2-TZVPD basis set.

XYZ file:
```
117
C35H37F37N3O5 | the OMol25 dataset | ωB97M-V with the def2-TZVPD basis set
C 10.27596 -1.63401 0.24596
C 9.14648 -0.73999 -0.34618
N 9.67710 0.41831 -1.17830
C 8.92054 1.60456 -0.66933
C 9.32922 2.93585 -1.38980
N 8.15650 3.71644 -1.92585
C 7.18009 3.92623 -1.03772
C 6.02187 4.68210 -1.50287
C 4.81489 4.94598 -0.58609
C 4.27183 3.52596 -0.13246
C 3.70964 2.70220 -1.37254
C 2.44400 1.92963 -0.94609
F 2.68761 1.15293 0.16000
F 1.47924 2.85605 -0.63928
C 1.85941 0.95734 -2.04924
F 1.61280 -0.27898 -1.57059
F 0.64672 1.43714 -2.44169
F 2.61234 0.87137 -3.16001
C 6.14715 5.12523 -2.85739
C 7.30411 4.82280 -3.66132
N 8.29256 4.09592 -3.15698
C 9.29462 0.08229 -2.53421
C 8.08916 0.66763 -3.32248
O 9.95673 -0.74380 -3.08799
H 10.62632 -2.44020 -0.42842
H 11.09737 -0.97716 0.60663
H 9.85363 -2.15012 1.14547
H 8.54901 -0.35436 0.51636
H 8.40790 -1.31142 -0.96515
H 7.83821 1.34540 -0.73188
H 9.23709 1.70611 0.39575
H 9.80332 3.61833 -0.64541
H 10.09246 2.77625 -2.18135
H 7.23832 3.54673 -0.00104
H 5.20945 5.42187 0.34148
H 4.01286 5.54170 -1.06529
H 3.53843 3.61431 0.69235
H 5.12498 2.91426 0.25185
H 4.44636 1.94990 -1.73759
H 3.54187 3.44204 -2.18207
H 5.34725 5.73721 -3.31585
H 7.33275 5.19616 -4.70115
H 7.31996 1.18390 -2.70770
H 8.50915 1.38998 -4.06249
H 7.56532 -0.17011 -3.83576
C -1.85479 -0.01652 -0.39890
C -2.77901 0.91380 -1.21156
C -2.81676 2.37492 -0.76373
F -3.28701 2.50877 0.49193
F -3.64846 3.08376 -1.56685
F -4.02296 0.38678 -1.24139
F -2.33038 0.89523 -2.49953
O -2.47918 -0.81802 0.59863
C -2.65779 -0.27019 1.86817
C -4.13463 -0.19342 2.25391
F -4.82622 0.59809 1.40090
F -4.27843 0.33893 3.48687
F -2.03601 0.92092 1.95575
F -2.01995 -1.09353 2.72766
H -1.45796 -0.74354 -1.10932
H -0.97440 0.50172 -0.01460
H -1.82384 2.83102 -0.82010
H -4.59273 -1.18523 2.24686
C -9.44871 1.66962 1.12185
C -8.80864 0.91531 2.30262
C -7.97649 -0.31418 1.94454
F -8.71449 -1.27118 1.34798
F -7.45612 -0.87689 3.06784
F -9.77354 0.59706 3.19963
F -7.98055 1.79680 2.93179
O -10.81794 1.39187 0.85670
C -11.12325 0.31390 0.02539
C -11.95371 -0.74338 0.74979
F -11.27841 -1.25482 1.80280
F -12.23678 -1.77726 -0.07778
F -10.00001 -0.19176 -0.51901
F -11.84497 0.81922 -0.99795
H -9.44348 2.72327 1.40534
H -8.83918 1.62196 0.21793
H -7.14343 -0.05257 1.28736
H -12.88951 -0.32143 1.11386
C -12.61291 -1.11850 5.19367
C -13.52037 -0.08087 4.50641
C -13.47223 1.33513 5.07814
F -13.89008 1.37707 6.35830
F -14.29874 2.14738 4.37185
F -14.78817 -0.54715 4.48201
F -13.11656 -0.00771 3.20352
O -13.23329 -1.97921 6.14309
C -13.33210 -1.53929 7.46164
C -14.78621 -1.43278 7.92097
F -15.46811 -0.54084 7.17255
F -14.84396 -1.00604 9.20416
F -12.65210 -0.38962 7.62495
F -12.69826 -2.46430 8.21651
H -12.28164 -1.79360 4.40280
H -11.69495 -0.67505 5.58265
H -12.46177 1.75017 5.02130
H -15.28935 -2.39954 7.84784
C 10.16115 -4.03975 -4.33439
C 10.83399 -4.73692 -3.13712
C 11.67558 -5.97121 -3.45877
F 10.93623 -6.95943 -3.99892
F 12.21870 -6.46893 -2.32019
F 9.89253 -5.02779 -2.20822
F 11.66280 -3.81776 -2.56163
O 8.78664 -4.34769 -4.55748
C 8.48102 -5.46530 -5.33363
C 7.67706 -6.50393 -4.55081
F 8.37463 -6.96024 -3.49024
F 7.39714 -7.56962 -5.33459
F 9.59852 -5.97783 -5.87647
F 7.73128 -5.01396 -6.36513
H 10.15767 -2.97411 -4.09675
H 10.75129 -4.11678 -5.24887
H 12.49264 -5.72561 -4.14312
H 6.73905 -6.07736 -4.18770
```

Computed properties:
* DFT total energy: -5591.09541 Ha
* HOMO level: -12.412 eV
* total charge: +1

5.
A structure of composition C35H37FHfP2. Source: the OMol25 dataset; level of theory: ωB97M-V with the def2-TZVPD basis set.

XYZ file:
```
76
C35H37FHfP2 | the OMol25 dataset | ωB97M-V with the def2-TZVPD basis set
Hf 0.78781 0.12179 -4.56740
C -0.58768 -0.21829 -1.35880
C -1.12952 -0.28657 -2.62423
C -2.36473 0.63220 -2.83868
C -2.07800 1.77381 -3.79776
C -0.57023 2.23038 -3.69567
C -0.11075 2.75957 -2.49721
C -0.78068 2.50020 -1.21523
C -0.68433 1.04073 -0.55008
C 1.02919 -1.68502 -5.61915
H 0.04747 -1.08941 -1.03293
H -1.15294 -1.23741 -3.19542
H -2.76070 1.07656 -1.92005
H -3.22708 0.03496 -3.17401
H -2.47562 1.50622 -4.81166
H -2.63613 2.71232 -3.56961
H -0.16490 2.64798 -4.62159
H 0.86624 3.26778 -2.44171
H -1.84054 2.81132 -1.13449
H -0.20614 3.14100 -0.50499
H 0.19983 1.05040 0.10280
H -1.51472 0.90402 0.19706
H 2.08423 -1.91309 -5.87434
H 0.66881 -0.78376 -6.39188
H 0.28779 -2.51742 -5.54342
P -0.31317 -1.74133 -7.64546
P 1.51806 0.83907 -7.70835
C -1.02142 -0.16046 -8.15403
C -0.19456 0.91165 -8.18531
C -0.46257 -2.75610 -9.10268
C -1.52735 -2.54763 -9.96968
C -1.71374 -3.43278 -11.02847
C -0.84339 -4.51376 -11.21270
C 0.14046 -4.76765 -10.24224
C 0.34547 -3.89380 -9.17694
C -1.68730 -2.49593 -6.75734
C -2.33841 -1.61754 -5.90351
C -3.44572 -2.05935 -5.19843
C -3.70413 -3.44194 -5.17204
C -2.93576 -4.37139 -5.89902
C -2.00706 -3.86399 -6.81662
C 2.38678 0.97044 -9.35029
C 2.19328 -0.02109 -10.34403
C 2.61585 0.19088 -11.66119
C 3.32484 1.34378 -12.02903
C 3.60679 2.27534 -11.02862
C 3.14703 2.10133 -9.71378
C 1.94416 2.39832 -6.87806
C 3.17439 2.44385 -6.19524
C 3.52793 3.56190 -5.45543
C 2.61980 4.60487 -5.29169
C 1.41060 4.59689 -5.99022
C 1.07146 3.50309 -6.80940
H -2.04628 -0.15963 -8.56132
H -0.51725 1.84993 -8.61810
H -2.22012 -1.71097 -9.80846
H -2.55280 -3.25608 -11.69489
H -0.94363 -5.16260 -12.09770
H 0.75009 -5.65645 -10.29821
H 1.07186 -4.06889 -8.37061
H -2.00560 -0.57522 -5.86580
H -4.11914 -1.32293 -4.74336
H -4.54573 -3.79251 -4.57714
H -3.05864 -5.45934 -5.78415
H -1.54879 -4.51480 -7.55901
H 1.65619 -0.94669 -10.10966
H 2.37673 -0.53197 -12.45005
H 3.63490 1.52882 -13.06707
H 4.18228 3.17022 -11.27223
H 3.37637 2.85936 -8.97114
H 3.82469 1.56314 -6.22246
H 4.50626 3.60337 -4.98878
H 2.84011 5.42023 -4.59880
H 0.69954 5.42814 -5.86989
H 0.09585 3.47197 -7.32057
F 2.30421 0.15118 -3.44283
```

Computed properties:
* DFT total energy: -2185.73011 Ha
* HOMO level: -12.765 eV
* energy relative to the best compared isomer or geometry (same formula, charge and spin): 84.7 kcal per mole
* total charge: +2